1.
DFT (the ωB97M-V functional and the def2-TZVPD basis) results for a structure of composition C33H72GaN5O3.

Computed properties:
HOMO (spin up / spin down): -3.752 / -3.752 eV
max |F|: 0.7 eV/A
net charge: -1
multiplicity: 4
frontier orbital gap (spin up / spin down): 5.87 / 5.85 eV
E_LUMO (spin up / spin down): 2.11 / 2.10 eV

```
114
Properties=species:S:1:pos:R:3:mulliken_charge:R:1
H -1.47 -0.09 2.76 -0.19
H 3.70 -2.56 -4.22 0.38
H 4.53 -2.62 -1.97 0.41
H -2.69 2.13 -3.98 0.46
H 6.27 2.21 -1.58 0.34
H 4.19 5.92 1.79 0.19
H -4.88 2.59 -2.64 0.42
C 0.58 -1.69 5.05 -2.06
C 5.80 2.43 -0.61 0.83
H 0.29 -2.12 -2.61 0.28
C -5.10 0.31 -0.03 -1.18
C -0.32 -1.57 3.80 2.39
C -5.63 1.33 -1.03 -0.69
H -0.32 0.57 3.90 0.47
H -3.92 -1.23 5.45 0.45
C -1.97 -2.93 6.18 -1.80
N 2.77 -0.62 -2.51 1.18
C -5.14 -1.78 -1.49 -1.87
C 3.53 -2.75 -1.59 -2.04
N -1.35 -2.66 3.74 0.42
H 1.33 4.96 1.73 -0.53
H -3.67 -1.22 3.71 0.15
H -5.37 -2.65 -0.87 0.49
H 3.48 -2.32 -0.59 0.39
H -1.75 0.67 -3.60 0.61
C 2.64 -2.62 -3.94 -1.44
H 0.96 -1.94 -0.99 0.28
H 2.03 -2.20 -5.96 0.45
H -6.09 -1.34 -1.80 0.32
H 4.82 1.94 -0.67 -0.58
H -4.62 -2.13 -2.37 0.36
N -3.22 -0.15 -1.52 0.24
H 0.18 1.41 -3.22 1.13
H -2.95 -4.73 4.35 0.44
N 4.15 5.27 1.01 -0.54
C 1.99 0.26 -3.46 2.18
H -3.88 -0.67 -4.12 0.35
H 3.30 -3.82 -1.53 0.43
H 1.48 0.63 0.83 0.21
H 7.44 1.13 0.07 0.36
H 1.03 -3.50 -1.81 0.57
H -1.38 -3.84 6.20 0.34
C 5.60 3.96 -0.51 -0.88
H -6.12 2.14 -0.49 0.41
H 1.47 0.22 -5.54 0.32
H -6.39 0.89 -1.67 0.30
H 5.54 3.78 1.67 0.34
H 3.09 3.11 2.61 -0.33
H 2.03 2.29 -4.12 0.42
H -2.93 -1.01 1.05 -0.30
H -4.56 0.91 -4.51 0.43
C 1.10 -2.42 -1.95 -1.78
H -1.39 -2.12 6.60 0.33
N 2.27 3.03 -0.22 -0.11
H 4.68 4.21 -1.05 0.34
H 0.74 -2.02 -4.79 0.24
H 2.93 2.26 -0.22 -0.23
H -3.83 2.49 -1.23 0.35
C -3.65 0.83 -2.58 1.68
C 0.52 0.39 -3.03 -2.47
H 0.52 1.80 1.79 0.29
H 1.32 -0.90 2.62 0.55
C -3.55 -1.62 0.41 -2.10
C -3.15 -1.28 4.67 -0.93
C 2.12 -0.34 -4.87 -1.66
H 0.40 0.22 -1.96 -0.10
O 4.00 -0.31 -2.41 -0.77
H 3.15 -0.18 -5.21 0.37
H 1.59 -1.41 4.78 0.53
C 5.43 4.57 0.91 -0.54
H 1.08 -2.66 2.54 0.48
H 2.60 2.09 -2.46 0.46
H -0.15 -0.29 -3.56 0.37
C 1.81 -1.83 -4.95 -0.40
H -1.77 -0.05 5.80 0.36
C -4.27 -0.81 -0.67 2.50
C 2.49 -2.10 -2.51 1.69
C 0.66 1.36 0.79 -0.14
H 0.73 2.01 -1.25 -0.97
H -2.85 -3.07 6.82 0.44
H -2.71 0.83 4.63 0.41
C -4.49 1.91 -1.88 -1.19
H -1.81 2.00 -2.44 0.31
H 2.36 -3.68 -3.95 0.40
H -4.24 -3.79 5.13 0.42
H -3.89 -3.58 3.41 0.22
H 0.60 -2.72 5.42 0.34
C -3.45 -3.76 4.38 -1.73
H -0.26 0.81 0.52 -0.20
C 6.65 1.76 0.50 -1.40
C -2.47 -2.65 4.76 1.66
H 6.26 5.28 1.09 0.25
H 0.01 -1.57 1.65 0.18
H 7.14 2.51 1.14 0.34
Ga 2.65 4.10 1.38 0.50
C -1.06 -0.22 3.76 -0.63
H -5.93 -0.16 0.52 0.38
H 0.26 -1.04 5.86 0.32
C -2.39 1.45 -3.18 -2.17
O -1.75 -2.92 2.56 -0.60
C -4.44 0.17 -3.71 -1.78
O -2.21 0.26 -0.86 -0.18
C 0.93 2.45 -0.25 0.24
H 6.41 4.46 -1.05 0.40
H 6.05 1.12 1.15 0.34
C 0.57 -1.70 2.57 -2.14
H -4.48 0.81 0.71 0.37
H -5.43 -0.17 -3.43 0.36
C -2.18 -0.11 4.79 -0.84
C 2.61 1.65 -3.45 -1.86
H -2.92 -2.39 -0.03 0.47
H 0.20 3.26 -0.12 0.56
H 3.64 1.63 -3.79 0.47
H -4.31 -2.11 1.02 0.66
```

---

2.
DFT (the ωB97M-V functional and the def2-TZVPD basis) results for a cluster of 7 separate species, C33H72IN6O14PS in total.

Computed properties:
HOMO: -8.826 eV
max |F|: 0.4 eV/A
multiplicity: 1
frontier orbital gap: 9.34 eV
E_LUMO: 0.52 eV

```
128
Properties=species:S:1:pos:R:3:mulliken_charge:R:1
O -6.07 -0.41 0.28 -0.71
C -3.48 -0.67 -3.00 -0.60
C -3.83 -9.11 5.04 -1.22
C -3.04 3.19 2.34 -0.99
C -0.89 3.98 -1.11 0.84
C 4.18 0.34 2.08 0.74
H 3.86 -0.47 0.11 0.38
H -4.44 -3.21 -0.13 1.32
C 7.59 7.42 -7.20 0.81
H 10.48 6.12 -7.84 0.28
H 0.48 1.23 2.46 0.36
H -3.96 2.78 -3.13 0.45
C 1.28 -3.83 1.92 -0.67
H 6.05 6.04 0.38 0.30
H 2.07 -3.74 2.66 0.36
O 1.81 -3.19 0.76 -0.49
H -4.48 -9.98 5.18 0.41
C 6.02 7.90 -3.19 -0.83
H -4.56 -9.85 8.60 0.29
O 4.02 5.79 -1.03 -0.59
H -0.36 2.44 1.46 0.01
H -2.82 1.81 -2.15 0.05
C -3.54 -2.94 0.44 -2.12
N -4.15 -8.24 7.31 -0.21
C -4.01 0.65 -3.57 -0.83
O -5.80 -2.34 1.68 -0.54
H -0.96 -4.60 3.74 0.47
H -2.99 -3.76 3.82 0.82
H 0.22 -2.63 3.37 0.48
H 5.99 -1.04 0.71 0.31
C 6.82 6.59 -8.21 -1.31
H -1.26 -2.71 -2.91 0.41
O 3.50 1.06 2.79 -0.65
H -3.70 -1.49 -3.70 0.34
H 1.12 -4.90 1.72 0.28
H 0.18 6.31 -1.81 0.41
H -1.66 -2.49 -0.55 0.51
C -2.54 -3.45 2.87 -1.96
C -2.75 -3.87 -1.81 -1.09
H -2.80 -9.41 5.21 0.35
H 1.67 5.52 -2.32 0.28
H 9.16 6.23 -8.99 0.31
N 0.40 4.36 -1.11 -0.20
N -2.82 1.77 2.52 0.08
H 7.17 -0.90 2.01 0.28
H 10.34 7.53 -8.90 0.29
H 5.89 1.13 2.76 0.23
C -4.95 -3.11 2.54 -1.26
H -2.08 3.70 2.24 0.35
H -1.75 -4.13 0.07 1.08
C 4.98 6.45 -1.40 0.79
C -2.33 -3.35 -0.43 -1.33
H -3.62 3.38 1.44 0.23
I -0.02 -5.02 -2.54 -0.04
H 4.14 6.95 -3.13 0.20
O -3.79 -6.11 2.99 -0.38
H -1.91 5.88 -0.93 0.43
H 5.66 8.92 -3.37 0.25
C -0.37 1.91 2.42 -1.16
C -1.64 1.12 2.56 0.82
H -2.81 -6.99 0.78 0.35
H -0.27 2.64 3.22 0.37
C -3.60 -1.41 0.62 2.16
C -4.22 -7.99 5.98 0.91
H -3.01 -4.93 -1.72 0.27
H -5.59 -3.89 2.94 0.29
C -3.75 -9.46 7.98 -0.86
H -2.90 4.52 -1.50 0.25
H -3.65 -3.34 -2.15 0.53
H -2.25 -0.58 -0.83 0.59
H -3.47 0.81 -4.51 0.39
H -3.59 0.47 -0.40 0.68
C -1.16 -4.16 2.77 -1.10
C -3.81 1.83 -2.62 -0.72
H -0.35 -2.41 1.75 -0.17
H 2.50 -0.63 1.23 0.04
P -4.08 -5.43 1.57 0.86
O -5.44 -5.67 1.05 -0.83
C -1.68 -3.71 -2.87 -1.28
H -2.85 -1.04 1.33 -0.93
C -1.92 4.99 -1.56 -1.54
H 9.39 8.03 -6.63 0.23
H -4.65 -2.47 3.37 0.62
N 4.98 7.09 -2.60 -0.10
H -4.59 -6.48 3.40 0.26
O -1.22 2.85 -0.76 -0.43
H -3.49 -10.21 7.24 0.31
H -1.74 5.30 -2.59 0.40
C 6.21 6.60 -0.54 -1.36
H 7.12 0.31 0.73 0.28
H -4.42 -7.45 7.88 0.24
H 7.12 5.54 -8.17 0.37
H -2.04 -3.97 -3.86 0.61
C -3.67 -3.67 1.82 2.88
H -4.54 1.78 -1.81 0.25
C 6.51 -0.34 1.36 -0.83
H -2.39 -0.60 -2.91 0.37
O -4.58 -6.89 5.58 -0.61
C 0.97 5.64 -1.50 -0.94
H 1.04 3.65 -0.79 0.25
H -5.07 0.54 -3.83 0.35
H 3.90 -1.69 1.39 0.36
H -1.16 -4.97 2.03 0.41
C 3.58 -0.68 1.14 -0.95
H 6.40 7.65 -0.29 0.37
N 5.54 0.43 2.11 -0.16
O -4.04 -1.05 -1.75 -0.21
O 7.03 8.04 -6.31 -0.66
H -3.57 3.61 3.19 0.34
H 6.87 7.96 -2.52 0.33
H -2.88 -9.29 8.62 0.29
H -3.93 -8.75 4.02 0.14
H 5.77 6.67 -7.97 0.29
O -2.89 -6.03 0.67 -0.48
H 6.99 6.95 -9.22 0.37
H -2.37 -2.38 2.97 0.45
H 7.10 6.21 -1.04 0.38
N 8.94 7.46 -7.33 -0.16
C -0.01 -3.18 2.45 0.07
H 6.35 7.49 -4.14 0.30
H -3.63 1.17 2.62 0.23
S -5.20 -0.93 1.29 1.55
C -3.34 -0.57 -0.63 -2.19
O -4.98 -0.18 2.51 -0.89
H 1.51 6.09 -0.67 0.27
O -1.63 -0.11 2.68 -0.67
C 9.77 6.80 -8.31 -0.82
H 1.10 -3.09 0.12 0.25
```

---

- The highest multiplicity belongs to which entry?
  C33H72GaN5O3

---

- The lowest multiplicity belongs to which entry?
  C33H72IN6O14PS